Entry 1:
{
  "formula": "C84H184N6O21",
  "method": "wB97M-V/def2-TZVPD",
  "species": ["C", "C", "C", "C", "C", "C", "C", "C", "C", "N", "O", "H", "H", "H", "H", "H", "H", "H", "H", "H", "H", "H", "H", "H", "H", "H", "H", "H", "H", "H", "C", "C", "C", "C", "C", "C", "C", "C", "C", "N", "O", "H", "H", "H", "H", "H", "H", "H", "H", "H", "H", "H", "H", "H", "H", "H", "H", "H", "H", "H", "C", "C", "C", "C", "C", "C", "C", "C", "C", "N", "O", "H", "H", "H", "H", "H", "H", "H", "H", "H", "H", "H", "H", "H", "H", "H", "H", "H", "H", "H", "C", "C", "C", "C", "C", "C", "C", "C", "C", "N", "O", "H", "H", "H", "H", "H", "H", "H", "H", "H", "H", "H", "H", "H", "H", "H", "H", "H", "H", "H", "C", "C", "C", "C", "C", "C", "C", "C", "C", "N", "O", "H", "H", "H", "H", "H", "H", "H", "H", "H", "H", "H", "H", "H", "H", "H", "H", "H", "H", "H", "C", "C", "C", "C", "C", "C", "C", "C", "C", "N", "O", "H", "H", "H", "H", "H", "H", "H", "H", "H", "H", "H", "H", "H", "H", "H", "H", "H", "H", "H", "C", "O", "C", "C", "O", "C", "C", "O", "C", "H", "H", "H", "H", "H", "H", "H", "H", "H", "H", "H", "H", "H", "H", "C", "O", "C", "C", "O", "C", "C", "O", "C", "H", "H", "H", "H", "H", "H", "H", "H", "H", "H", "H", "H", "H", "H", "C", "O", "C", "C", "O", "C", "C", "O", "C", "H", "H", "H", "H", "H", "H", "H", "H", "H", "H", "H", "H", "H", "H", "C", "O", "C", "C", "O", "C", "C", "O", "C", "H", "H", "H", "H", "H", "H", "H", "H", "H", "H", "H", "H", "H", "H", "C", "O", "C", "C", "O", "C", "C", "O", "C", "H", "H", "H", "H", "H", "H", "H", "H", "H", "H", "H", "H", "H", "H"],
  "coordinates": [[-0.012, 9.716, -0.244], [-0.141, 8.104, -0.225], [-0.488, 7.786, 1.270], [-1.239, 7.558, -1.160], [-1.066, 6.106, -1.577], [0.299, 5.827, -2.069], [1.363, 6.174, -1.040], [1.360, 5.263, 0.157], [2.719, 6.012, -1.787], [1.146, 7.575, -0.649], [2.081, 7.939, 0.401], [0.498, 9.920, -1.198], [-0.990, 10.186, -0.153], [0.460, 10.091, 0.684], [0.148, 8.265, 1.997], [-1.496, 8.155, 1.398], [-0.413, 6.727, 1.375], [-2.200, 7.677, -0.697], [-1.264, 8.177, -2.064], [-1.246, 5.509, -0.697], [-1.777, 5.736, -2.322], [0.422, 6.420, -3.064], [0.382, 4.758, -2.274], [0.355, 5.199, 0.561], [2.028, 5.671, 0.924], [1.814, 4.320, -0.164], [2.816, 4.953, -2.169], [3.649, 6.165, -1.152], [2.781, 6.699, -2.636], [3.002, 8.057, 0.002], [4.231, 1.935, 0.841], [5.364, 1.950, -0.190], [5.136, 0.802, -1.218], [5.259, 3.253, -0.969], [5.790, 4.537, -0.196], [7.288, 4.180, 0.220], [7.456, 2.832, 1.033], [9.009, 2.455, 0.961], [6.970, 3.009, 2.482], [6.795, 1.778, 0.250], [6.722, 0.596, 1.046], [4.464, 1.132, 1.521], [4.173, 2.848, 1.405], [3.255, 1.779, 0.373], [4.292, 1.065, -1.897], [6.065, 0.643, -1.841], [5.093, -0.140, -0.674], [5.778, 3.127, -1.918], [4.247, 3.336, -1.213], [5.878, 5.409, -0.819], [5.143, 4.688, 0.688], [7.638, 4.960, 0.866], [7.870, 4.184, -0.687], [9.616, 3.240, 1.601], [9.344, 2.298, -0.041], [9.108, 1.558, 1.527], [6.848, 2.010, 2.961], [6.020, 3.427, 2.525], [7.623, 3.641, 3.051], [7.369, -0.020, 0.638], [5.072, -2.874, -6.069], [3.598, -3.198, -6.007], [2.785, -2.165, -6.883], [3.383, -4.665, -6.445], [1.982, -5.217, -6.186], [1.828, -5.104, -4.659], [1.999, -3.686, -4.104], [0.732, -2.886, -4.502], [2.048, -3.853, -2.563], [3.301, -3.175, -4.574], [3.480, -1.872, -4.002], [5.617, -3.469, -5.377], [5.404, -2.901, -7.051], [5.274, -1.872, -5.595], [1.685, -2.334, -7.049], [2.937, -1.175, -6.451], [3.101, -2.127, -7.902], [3.720, -4.607, -7.501], [4.133, -5.274, -5.968], [1.284, -4.571, -6.670], [1.735, -6.279, -6.506], [2.536, -5.771, -4.106], [0.789, -5.437, -4.425], [0.475, -3.054, -5.552], [0.800, -1.866, -4.216], [-0.075, -3.430, -4.022], [2.062, -2.867, -2.160], [2.883, -4.432, -2.207], [1.151, -4.369, -2.314], [2.691, -1.315, -4.161], [-1.149, -2.527, -0.204], [-0.822, -1.521, 0.891], [-1.615, -1.888, 2.136], [0.708, -1.555, 1.196], [1.513, -0.890, 0.077], [1.078, 0.562, -0.165], [-0.389, 0.667, -0.544], [-0.846, 2.108, -0.554], [-0.567, 0.091, -1.881], [-1.181, -0.110, 0.517], [-2.573, -0.143, 0.179], [-0.343, -2.606, -0.928], [-1.492, -3.452, 0.239], [-2.098, -2.258, -0.755], [-2.646, -1.725, 1.962], [-1.461, -2.970, 2.273], [-1.171, -1.481, 3.002], [0.867, -1.028, 2.121], [1.050, -2.609, 1.229], [2.561, -0.973, 0.334], [1.447, -1.400, -0.872], [1.642, 1.030, -1.032], [1.391, 1.163, 0.723], [-0.693, 2.489, 0.487], [-1.867, 2.308, -0.986], [-0.152, 2.637, -1.182], [-0.238, 0.854, -2.628], [-1.689, -0.018, -2.049], [-0.061, -0.857, -2.082], [-2.876, 0.591, 0.786], [1.992, 5.653, 6.448], [0.794, 4.978, 5.757], [-0.326, 4.947, 6.808], [0.401, 5.875, 4.619], [-0.666, 5.150, 3.743], [0.025, 3.922, 3.214], [0.509, 2.917, 4.240], [-0.665, 2.235, 4.863], [1.434, 1.905, 3.533], [1.290, 3.719, 5.186], [1.766, 2.852, 6.301], [2.855, 5.634, 5.753], [1.805, 6.677, 6.771], [2.173, 5.017, 7.352], [-1.156, 4.261, 6.664], [0.120, 4.784, 7.764], [-0.719, 5.943, 6.902], [0.146, 6.859, 4.989], [1.269, 5.996, 3.994], [-1.531, 4.969, 4.403], [-0.931, 5.734, 2.887], [0.842, 4.272, 2.534], [-0.646, 3.428, 2.520], [-1.103, 1.637, 4.099], [-1.454, 2.874, 5.324], [-0.238, 1.576, 5.591], [1.824, 1.262, 4.252], [2.204, 2.381, 2.949], [0.823, 1.408, 2.778], [2.576, 2.438, 5.929], [-6.628, -1.015, -2.517], [-6.371, -1.027, -4.040], [-7.726, -1.369, -4.751], [-5.714, 0.325, -4.492], [-4.197, 0.413, -4.192], [-3.500, -0.793, -4.762], [-4.043, -2.052, -4.253], [-3.477, -3.228, -4.967], [-3.725, -2.340, -2.709], [-5.488, -2.090, -4.549], [-6.081, -3.309, -4.042], [-5.788, -0.575, -2.070], [-7.475, -0.479, -2.102], [-6.669, -2.063, -2.172], [-8.380, -0.539, -4.823], [-7.515, -1.730, -5.736], [-8.191, -2.215, -4.287], [-5.764, 0.425, -5.560], [-6.369, 1.146, -4.138], [-3.873, 1.411, -4.569], [-4.069, 0.526, -3.092], [-2.438, -0.826, -4.439], [-3.598, -0.797, -5.873], [-2.356, -3.042, -5.014], [-3.799, -3.295, -5.980], [-3.623, -4.170, -4.437], [-4.029, -1.531, -2.008], [-2.614, -2.487, -2.746], [-4.110, -3.353, -2.390], [-6.452, -3.820, -4.768], [2.554, 1.504, -4.457], [1.727, 0.367, -4.606], [0.440, 0.601, -5.172], [0.515, 0.658, -6.679], [-0.687, 1.341, -7.145], [-0.968, 1.153, -8.530], [-1.801, -0.043, -8.790], [-1.001, -1.235, -8.701], [-0.177, -1.502, -9.839], [2.054, 2.412, -4.026], [3.012, 1.789, -5.426], [3.311, 1.251, -3.715], [-0.031, 1.537, -4.808], [-0.230, -0.241, -4.890], [0.546, -0.340, -7.132], [1.368, 1.233, -7.001], [-0.069, 1.184, -9.205], [-1.532, 2.081, -8.751], [-2.266, 0.054, -9.773], [-2.479, -0.188, -7.966], [0.122, -2.517, -9.719], [0.656, -0.795, -10.084], [-0.742, -1.443, -10.748], [5.328, -6.299, 1.516], [5.184, -4.900, 1.691], [4.915, -4.326, 0.440], [5.249, -2.863, 0.575], [4.357, -2.163, 1.388], [4.799, -1.904, 2.742], [3.622, -1.204, 3.409], [4.131, -0.794, 4.759], [3.125, -0.945, 5.785], [5.215, -6.791, 2.497], [6.350, -6.533, 1.069], [4.504, -6.683, 0.840], [3.843, -4.442, 0.121], [5.658, -4.769, -0.329], [5.242, -2.325, -0.377], [6.273, -2.707, 0.988], [5.698, -1.214, 2.776], [5.077, -2.835, 3.219], [2.792, -1.891, 3.616], [3.347, -0.306, 2.774], [2.939, -2.026, 5.939], [2.207, -0.437, 5.430], [3.450, -0.448, 6.714], [-4.031, 0.805, 6.169], [-3.800, 1.248, 4.809], [-4.153, 0.340, 3.782], [-4.736, 1.007, 2.565], [-3.750, 1.872, 1.897], [-3.669, 3.184, 2.348], [-3.572, 4.216, 1.170], [-4.788, 4.173, 0.452], [-4.737, 4.696, -0.834], [-3.075, 0.290, 6.438], [-4.938, 0.171, 6.255], [-4.098, 1.677, 6.843], [-4.894, -0.315, 4.204], [-3.286, -0.323, 3.572], [-5.540, 1.662, 2.932], [-5.089, 0.342, 1.835], [-2.886, 3.403, 3.154], [-4.672, 3.440, 2.800], [-2.719, 3.906, 0.558], [-3.360, 5.248, 1.570], [-5.584, 4.208, -1.341], [-3.907, 4.335, -1.351], [-4.682, 5.784, -0.709], [-2.718, -8.695, 7.184], [-1.989, -7.522, 6.781], [-2.821, -6.424, 6.605], [-2.082, -5.098, 6.549], [-1.302, -4.827, 5.402], [0.044, -5.261, 5.425], [0.831, -4.918, 4.187], [0.487, -5.786, 3.145], [1.080, -5.487, 1.917], [-2.150, -9.622, 6.889], [-3.592, -8.673, 6.516], [-3.003, -8.635, 8.278], [-3.579, -6.324, 7.349], [-3.408, -6.514, 5.615], [-1.337, -4.997, 7.431], [-2.797, -4.262, 6.638], [0.164, -6.320, 5.640], [0.550, -4.751, 6.268], [1.886, -5.065, 4.472], [0.596, -3.879, 4.010], [0.729, -4.592, 1.392], [0.802, -6.355, 1.270], [2.168, -5.364, 1.976], [-5.405, -4.647, 5.497], [-6.492, -3.897, 5.047], [-6.716, -4.111, 3.659], [-6.341, -2.891, 2.839], [-6.722, -2.990, 1.477], [-5.699, -3.388, 0.559], [-4.925, -4.662, 0.967], [-3.949, -4.378, 1.982], [-3.176, -5.565, 2.126], [-5.699, -5.699, 5.572], [-5.083, -4.330, 6.483], [-4.489, -4.513, 4.811], [-7.782, -4.270, 3.505], [-6.159, -5.026, 3.382], [-5.332, -2.550, 3.053], [-7.012, -2.150, 3.251], [-5.034, -2.552, 0.451], [-6.186, -3.659, -0.335], [-4.459, -5.070, 0.068], [-5.631, -5.459, 1.266], [-2.270, -5.339, 2.749], [-2.779, -5.805, 1.144], [-3.804, -6.410, 2.466]],
  "smiles": "CC1(C)CCCC(C)(C)N1O.CC1(C)CCCC(C)(C)N1O.CC1(C)CCCC(C)(C)N1O.CC1(C)CCCC(C)(C)N1O.CC1(C)CCCC(C)(C)N1O.CC1(C)CCCC(C)(C)N1O.COCCOCCOC.COCCOCCOC.COCCOCCOC.COCCOCCOC.COCCOCCOC",
  "homo_lumo_gap_ev": 8.60
}

---

Entry 2:
{
  "formula": "C8H15N2",
  "method": "wB97M-V/def2-TZVPD",
  "species": ["C", "C", "C", "C", "C", "C", "C", "C", "N", "N", "H", "H", "H", "H", "H", "H", "H", "H", "H", "H", "H", "H", "H", "H", "H"],
  "coordinates": [[-2.675, 0.668, 0.367], [-1.952, 1.777, 0.036], [-2.150, -0.577, 0.007], [-0.634, 1.670, -0.654], [0.007, -0.388, 0.636], [1.876, -2.121, 0.420], [1.812, 1.252, -0.102], [0.637, -1.415, -0.268], [-2.313, -1.460, -0.811], [0.378, 1.005, 0.361], [-3.618, 0.725, 0.943], [-2.651, 2.750, 0.153], [-0.622, 0.993, -1.485], [-0.204, 2.743, -0.781], [-0.128, -0.759, 1.633], [2.302, -2.815, -0.419], [1.516, -2.738, 1.218], [2.696, -1.637, 0.849], [2.487, 0.911, 0.707], [2.014, 0.665, -1.030], [1.864, 2.280, -0.200], [-0.159, -2.087, -0.484], [0.881, -0.951, -1.203], [-1.613, -2.109, -1.036], [0.249, 1.617, 1.142]],
  "charge": 1,
  "homo_lumo_gap_ev": [8.28, 8.28]
}